1.
# C40H30BCoF2N7O8Se2

A structure of composition C40H30BCoF2N7O8Se2 in a non-equilibrium geometry (wB97M-V/def2-TZVPD, the Open Molecules 2025 dataset).

ORCA input file:
```
! wB97M-V def2-TZVPD RIJCOSX def2/J DEFGRID3
* xyz 0 2
Co -0.71613 0.01212 -0.11105
C 2.48104 -2.38320 1.73919
O 1.14549 -2.85022 2.06106
C 0.32461 -2.15179 1.28680
N 0.80551 -1.29560 0.47042
C 2.26826 -1.27680 0.67516
C 3.06828 -1.54042 -0.57246
C 4.18993 -0.77202 -0.84928
C 4.94630 -1.02161 -1.98779
C 4.57614 -2.03611 -2.85582
C 3.45634 -2.81259 -2.57681
C 2.71297 -2.57190 -1.43419
C -1.12676 -2.30007 1.44004
C -1.79298 -3.23263 2.19438
C -3.18995 -3.15429 2.21328
C -3.83898 -2.14783 1.53234
C -3.08222 -1.22101 0.80700
N -1.76437 -1.35064 0.74329
C -3.60851 -0.03877 0.11911
N -2.50281 0.80323 -0.52207
C -2.96740 0.98731 -1.91339
C -4.45839 0.59378 -1.88619
O -4.56083 -0.38077 -0.85917
C -2.75171 2.35208 -2.51981
C -2.26888 3.43907 -1.80886
C -2.06713 4.66114 -2.43716
C -2.36314 4.81650 -3.78155
C -2.86481 3.73816 -4.49885
C -3.05021 2.51744 -3.87173
H 3.04484 -3.22886 1.35052
H 2.93543 -2.02169 2.65966
H 2.53335 -0.29269 1.06902
H 4.46129 0.03963 -0.18334
H 5.81387 -0.41158 -2.20245
H 5.15538 -2.22244 -3.75067
H 3.16186 -3.60309 -3.25551
H 1.82858 -3.16439 -1.23018
H -1.24991 -3.97911 2.75571
H -3.75842 -3.87360 2.78740
H -4.91409 -2.04389 1.56216
H -2.43845 0.26148 -2.53393
H -4.77905 0.12784 -2.81684
H -5.08308 1.46065 -1.67013
H -2.05495 3.33913 -0.75659
H -1.67682 5.49389 -1.86547
H -2.20681 5.76989 -4.26951
H -3.10271 3.84641 -5.54941
H -3.41950 1.67378 -4.44545
Se -0.16021 0.59635 -4.30731
Se 1.66402 0.58662 -2.84290
C 1.16240 1.94211 -1.58731
C 1.75010 3.17193 -1.74333
C 1.41372 4.19014 -0.83542
C 0.58845 3.90347 0.20666
C 0.13783 2.57382 0.38539
N 0.31154 1.64600 -0.57969
C -0.86399 -1.14168 -3.89671
C -1.10727 -2.00542 -4.96168
C -1.64393 -3.25151 -4.69626
C -1.89959 -3.59539 -3.37792
C -1.62491 -2.66319 -2.39228
N -1.12952 -1.44816 -2.63174
H 2.40209 3.35679 -2.58297
H 1.78583 5.19502 -0.99011
H 0.28002 4.65182 0.92244
H -0.72352 2.40903 1.01725
H -0.85942 -1.70133 -5.96910
H -1.84680 -3.94430 -5.50245
H -2.30964 -4.55935 -3.11148
H -1.82561 -2.90358 -1.35651
O 1.39659 1.93343 1.97231
C 0.83946 1.00271 2.60695
O -0.19745 0.39240 2.28816
C 1.54763 0.53349 3.86749
C 2.68631 1.17781 4.32953
C 3.31661 0.68657 5.45936
C 2.86379 -0.42018 6.15130
C 1.73066 -1.03633 5.65717
C 1.06199 -0.58201 4.53632
N 1.22017 -2.23513 6.35305
O 0.31700 -2.84728 5.81978
O 1.73897 -2.53437 7.40754
N 4.53512 1.36516 5.95053
O 5.07424 0.90191 6.93394
O 4.91698 2.33880 5.33732
H 3.07036 2.04205 3.80781
H 3.37135 -0.78389 7.03066
H 0.17421 -1.08283 4.17990
F -4.29138 2.42881 0.27274
B -3.39397 1.45238 0.62357
F -2.73070 1.70338 1.79716
*
```

Its LUMO energy (alpha / beta) is -0.74 / -0.74 eV.

Löwdin atomic charge list, values in e, 5 entries: 0.630, -0.026, 0.052, -0.314, 0.134

---

2.
# C40H31MoN11O2S2

A structure of composition C40H31MoN11O2S2 (wB97M-V/def2-TZVPD, the Open Molecules 2025 dataset).

ORCA input file:
```
! wB97M-V def2-TZVPD RIJCOSX def2/J DEFGRID3
* xyz 0 1
Mo -0.27631 0.20299 -1.04519
C -1.05387 -0.53881 -5.26868
C 0.11570 -1.11377 -5.77861
C 1.25499 -1.06026 -5.02412
C 1.23001 -0.46644 -3.74896
N 0.07336 -0.05289 -3.20677
C -1.02452 -0.03270 -3.99911
N 2.45671 -0.30303 -3.15993
C 2.62807 0.38340 -2.08588
N 1.72835 0.94503 -1.20896
C 2.45355 1.60727 -0.20930
N 2.08450 2.30249 0.78927
C 0.76694 2.49859 1.17931
C 0.57679 3.52378 2.10596
C -0.66652 3.73032 2.65584
C -1.69279 2.86917 2.29654
C -1.42978 1.88521 1.37126
N -0.23523 1.71070 0.77467
C 3.89991 1.38709 -0.46147
C 5.01150 1.77944 0.25652
C 6.24775 1.36781 -0.23020
C 6.35092 0.59839 -1.39088
C 5.22055 0.21772 -2.10589
C 4.00429 0.63548 -1.60463
H -1.96928 -0.49409 -5.84008
H 0.12962 -1.56897 -6.75999
H 2.20510 -1.44698 -5.36206
H -1.90635 0.41269 -3.56456
H 1.44184 4.10790 2.38206
H -0.82885 4.52387 3.37306
H -2.68470 2.94462 2.71748
H -2.21233 1.20491 1.08847
H 4.91534 2.36624 1.15940
H 7.14772 1.63765 0.30630
H 7.32888 0.28616 -1.73255
H 5.27779 -0.38736 -3.00013
C -1.07431 5.60606 -2.10987
S -2.53115 4.66514 -1.62519
C -1.93010 3.02196 -1.55602
S -0.32128 2.59484 -1.97218
N -2.83877 2.17406 -1.18977
N -2.34299 0.86427 -1.25866
C -3.26377 -0.01773 -1.38826
C -2.86536 -1.38566 -1.68684
C -3.79207 -2.36920 -1.98403
C -3.33403 -3.62194 -2.34403
C -1.96700 -3.83664 -2.41472
C -1.10489 -2.79861 -2.11074
N -1.54270 -1.59249 -1.74489
H -1.43929 6.58933 -2.40099
H -0.57871 5.15243 -2.96409
H -0.37412 5.70270 -1.28326
H -4.30426 0.28603 -1.38265
H -4.84654 -2.14530 -1.90816
H -4.03034 -4.41842 -2.56877
H -1.55555 -4.79230 -2.70524
H -0.03607 -2.92947 -2.17836
N 0.99376 -1.44863 -0.74024
C 1.91060 -2.16187 -0.78884
C 2.95799 -3.04659 -0.92446
C 3.20827 -3.53806 -2.23243
N 3.35391 -3.89385 -3.32017
C 3.76630 -3.37261 0.19526
N 4.42118 -3.61744 1.11138
C -0.86528 -0.93010 7.13376
C -1.12772 -0.96593 5.65328
C -0.17516 -1.44216 4.76776
C -0.39822 -1.49175 3.39453
C 0.71328 -2.02108 2.52623
C -1.64048 -1.07371 2.89764
C -2.62765 -0.59641 3.77867
C -3.98060 -0.09863 3.33108
C -2.34294 -0.53783 5.13658
C -1.94403 -1.07757 1.42186
O -3.07862 -1.29268 1.01530
O -0.93264 -0.73119 0.68229
H 0.19621 -1.04477 7.34951
H -1.39647 -1.73747 7.64193
H -1.20461 0.00885 7.57255
H 0.78098 -1.78150 5.15019
H 1.48988 -2.46771 3.14463
H 1.15945 -1.22615 1.92936
H 0.35351 -2.77568 1.82569
H -3.90010 0.63386 2.52548
H -4.48986 0.37182 4.17160
H -4.59903 -0.90721 2.94709
H -3.09826 -0.14863 5.81101
*
```

Its LUMO energy is -1.18 eV.

Löwdin atomic charge list, values in e, 5 entries: 1.581, -0.048, -0.044, 0.008, -0.310

---

3.
# C40H32AsBiN3O4S

A structure of composition C40H32AsBiN3O4S (wB97M-V/def2-TZVPD, the Open Molecules 2025 dataset).

ORCA input file:
```
! wB97M-V def2-TZVPD RIJCOSX def2/J DEFGRID3
* xyz 0 2
Bi 1.20930 0.79209 -1.62417
C -0.95854 3.50226 -2.19988
O 0.20780 3.20093 -1.41748
C 0.25539 3.63649 -0.10888
C -0.07432 4.93608 0.22739
C 0.01902 5.36017 1.54548
C 0.46269 4.46788 2.50839
C 0.80707 3.16944 2.16832
C 0.71521 2.71899 0.84635
N 1.01551 1.40039 0.47545
N 1.41224 0.65178 1.51622
C 1.57528 -0.68549 1.44708
C 1.21674 -1.54744 0.39304
O 0.67188 -1.10877 -0.74154
C 1.34400 -2.94842 0.54235
C 1.79758 -3.51227 1.69531
C 2.17803 -2.68966 2.79361
C 2.64686 -3.25420 4.00026
C 3.01191 -2.46225 5.05491
C 2.92559 -1.06450 4.93187
C 2.47586 -0.49341 3.76923
C 2.08316 -1.28777 2.67103
H -0.63180 3.98739 -3.11866
H -1.47586 2.57006 -2.42417
H -1.62199 4.16994 -1.65341
H -0.38960 5.61983 -0.55048
H -0.24031 6.37720 1.80752
H 0.54817 4.78148 3.54133
H 1.14313 2.47208 2.91897
H 1.04631 -3.55634 -0.30446
H 1.88035 -4.58861 1.78982
H 2.71344 -4.33390 4.07393
H 3.37096 -2.90610 5.97469
H 3.22402 -0.43323 5.75978
H 2.42200 0.58090 3.67068
O 2.94028 2.51268 -1.93546
N 4.14535 2.13464 -2.31816
C 4.89867 3.05615 -2.96258
C 6.17122 2.78148 -3.38061
C 6.69451 1.51170 -3.13200
C 5.91627 0.58529 -2.48449
C 4.61084 0.88291 -2.06268
S 3.65184 -0.27637 -1.22343
H 4.39480 4.00031 -3.09659
H 6.73754 3.54674 -3.89006
H 7.69759 1.25669 -3.44587
H 6.28311 -0.40957 -2.27738
O -1.26071 0.32851 -2.09130
As -2.15355 -0.70479 -1.13879
C -1.95128 -2.54926 -1.62400
C -2.87541 -3.47542 -1.15253
C -2.75080 -4.81238 -1.50071
C -1.71641 -5.21448 -2.33463
C -0.80868 -4.28344 -2.82104
C -0.92076 -2.94795 -2.46305
C -4.01896 -0.35785 -1.45624
C -4.46112 -0.33129 -2.77619
C -5.80004 -0.10670 -3.05055
C -6.69882 0.09140 -2.00881
C -6.25869 0.06704 -0.69477
C -4.91587 -0.15775 -0.41506
C -1.90595 -0.48093 0.74381
C -1.99190 0.80564 1.26497
C -1.80047 1.00910 2.62207
C -1.51887 -0.06873 3.45139
C -1.43502 -1.35139 2.92997
C -1.63223 -1.56220 1.57228
H -3.69578 -3.15921 -0.51732
H -3.46247 -5.53616 -1.12555
H -1.62012 -6.25694 -2.60996
H -0.00587 -4.59878 -3.47479
H -0.20536 -2.21994 -2.81862
H -3.75811 -0.47845 -3.58775
H -6.14471 -0.08486 -4.07633
H -7.74505 0.26630 -2.22479
H -6.95749 0.22433 0.11665
H -4.57261 -0.17398 0.61216
H -2.17873 1.65263 0.61300
H -1.84244 2.01302 3.02395
H -1.34661 0.09463 4.50765
H -1.18704 -2.18633 3.57274
H -1.53120 -2.55905 1.16158
*
```

Its LUMO energy (alpha / beta) is 0.52 / 0.07 eV.

Löwdin atomic charge list, values in e, 5 entries: 1.773, -0.053, -0.253, -0.250, -0.029

---

4.
# C40H32AsKN5O4S3

A structure of composition C40H32AsKN5O4S3 in a non-equilibrium geometry (wB97M-V/def2-TZVPD, the Open Molecules 2025 dataset).

ORCA input file:
```
! wB97M-V def2-TZVPD RIJCOSX def2/J DEFGRID3
* xyz -1 1
K 0.89535 0.24336 -0.35780
S 3.89005 0.11826 0.59330
C 4.75975 -1.36754 0.48500
C 6.15165 -1.36874 0.39650
C 6.84145 -2.56024 0.32380
C 6.15535 -3.76524 0.34420
C 4.77065 -3.76974 0.44600
C 4.05565 -2.58694 0.52400
As 2.11005 -2.38894 0.55130
C 1.85365 -2.06264 2.45220
C 2.89325 -1.79324 3.33370
C 2.63455 -1.48814 4.65920
C 1.33235 -1.46234 5.12870
C 0.28815 -1.74474 4.26260
C 0.54885 -2.03954 2.93770
C 1.69685 -4.30354 0.52800
C 1.83645 -4.94704 -0.70040
C 1.60805 -6.30414 -0.82860
C 1.21575 -7.04524 0.27570
C 1.04885 -6.41464 1.49730
C 1.29175 -5.05684 1.62210
H 6.67125 -0.42134 0.37920
H 7.92115 -2.55364 0.24970
H 6.69585 -4.70084 0.27800
H 4.24335 -4.71864 0.46840
H 3.91795 -1.80804 2.97890
H 3.45375 -1.26254 5.32920
H 1.13155 -1.22254 6.16440
H -0.73295 -1.72404 4.62220
H -0.26375 -2.23974 2.25270
H 2.14475 -4.35764 -1.56220
H 1.73345 -6.79074 -1.78700
H 1.04215 -8.10904 0.18390
H 0.73285 -6.98744 2.35960
H 1.17135 -4.57514 2.58650
S -1.56125 8.15856 0.70470
N -0.05445 7.55766 0.51410
C -0.13115 6.23266 0.51660
C 0.96185 5.32046 0.39370
C 2.29745 5.73496 0.35710
C 3.28305 4.77936 0.29490
C 2.90585 3.43406 0.21820
N 1.65965 3.02796 0.22680
C 0.68395 3.93256 0.34370
C -0.67155 3.44846 0.49060
N -0.86705 2.12916 0.46980
C -2.05955 1.65136 0.72660
C -3.16305 2.45656 1.02390
C -2.99685 3.82216 1.01630
C -1.73565 4.35126 0.72780
C -1.46505 5.75366 0.69140
N -2.35445 6.73316 0.80570
H 2.51515 6.79266 0.38960
H 4.32745 5.04906 0.30750
H 3.65125 2.65396 0.17080
H -2.13625 0.57266 0.71500
H -4.11625 2.00906 1.26210
H -3.80225 4.50486 1.23950
C -4.52885 4.63626 -1.74580
C -4.25725 3.24746 -2.23910
C -2.96515 2.77636 -2.45020
C -2.75015 1.51186 -2.97790
C -3.83425 0.71946 -3.29870
C -5.12375 1.15926 -3.07220
C -5.33315 2.41366 -2.53080
S -3.60195 -0.81414 -4.21330
O -2.93855 -0.46514 -5.43960
O -4.88655 -1.45854 -4.31220
N -2.61255 -1.79944 -3.35660
C -3.12705 -2.19234 -2.06270
C -1.97685 -2.72054 -1.21520
C -0.92705 -1.61814 -0.97250
O -0.41775 -1.05104 -1.96220
O -0.65425 -1.34254 0.20930
H -3.62015 5.13526 -1.42440
H -5.22745 4.61286 -0.91230
H -4.98735 5.22646 -2.54080
H -2.11955 3.40936 -2.21780
H -1.75285 1.14006 -3.15770
H -5.94185 0.51316 -3.34640
H -6.34075 2.76416 -2.34880
H -1.66535 -1.42344 -3.23190
H -3.89695 -2.95614 -2.21660
H -3.60325 -1.33544 -1.55820
H -1.48585 -3.54014 -1.74010
H -2.33555 -3.07544 -0.25000
*
```

Its LUMO energy is 0.86 eV.

Löwdin atomic charge list, values in e, 5 entries: 0.663, 0.487, -0.785, -0.151, -0.123

---

5.
# C40H33N2O2P2PdS3Se

A structure of composition C40H33N2O2P2PdS3Se in a non-equilibrium geometry (wB97M-V/def2-TZVPD, the Open Molecules 2025 dataset).

ORCA input file:
```
! wB97M-V def2-TZVPD RIJCOSX def2/J DEFGRID3
* xyz 1 1
Pd 0.28091 -0.75822 -0.59061
S -0.23103 1.58447 -0.98902
P -1.24708 1.27619 0.73191
C -0.52264 -0.25166 1.26600
P -1.17259 -1.89967 1.53066
S 0.03854 -2.94182 0.28967
C -2.89772 -2.06711 1.05409
C -3.89018 -1.53880 1.88179
C -5.22267 -1.70065 1.54649
C -5.56777 -2.39411 0.39218
C -4.58334 -2.91058 -0.43559
C -3.24500 -2.74342 -0.11039
C -1.12493 -2.40457 3.25999
C -2.00260 -3.39867 3.69661
C -1.94868 -3.84839 5.00562
C -1.02286 -3.30928 5.88665
C -0.14320 -2.32562 5.45801
C -0.18475 -1.87707 4.14710
C -3.01358 1.25242 0.40690
C -3.89807 1.86991 1.28912
C -5.25480 1.89390 0.99928
C -5.72433 1.30006 -0.16155
C -4.84376 0.67310 -1.03620
C -3.48941 0.64911 -0.75782
C -0.98061 2.54495 1.97111
C -0.72117 2.20196 3.29330
C -0.56098 3.20065 4.24225
C -0.65301 4.53337 3.86699
C -0.90759 4.87533 2.54464
C -1.07321 3.88209 1.59376
H -3.62347 -1.02068 2.79575
H -5.99286 -1.29460 2.18862
H -6.61126 -2.53158 0.13997
H -4.85397 -3.45263 -1.33183
H -2.46966 -3.15533 -0.74309
H -2.73052 -3.82123 3.01568
H -2.63211 -4.61806 5.33771
H -0.98438 -3.65977 6.90959
H 0.58470 -1.91273 6.14356
H 0.52207 -1.13080 3.81750
H -3.53113 2.34716 2.18834
H -5.94043 2.38612 1.67599
H -6.78150 1.32855 -0.39189
H -5.21428 0.21125 -1.94167
H -2.79571 0.18488 -1.44927
H -0.64164 1.15955 3.58010
H -0.35826 2.93881 5.27205
H -0.52242 5.31129 4.60750
H -0.97516 5.91555 2.25612
H -1.26841 4.14459 0.56007
C 3.22357 -2.21569 -4.24511
N 2.66444 -0.87505 -4.14333
C 1.45495 -0.55183 -3.67543
Se 0.19713 -1.69941 -2.88161
N 1.29559 0.77601 -3.81034
C 2.44344 1.34255 -4.34226
C 2.79304 2.65530 -4.62624
C 4.05662 2.85606 -5.15044
C 4.93253 1.78633 -5.38649
C 4.57664 0.47992 -5.10803
C 3.31228 0.28188 -4.57245
H 2.65352 -2.87535 -3.59685
H 4.26382 -2.18696 -3.92688
H 3.15929 -2.56590 -5.27475
H 0.47936 1.25832 -3.46643
H 2.11237 3.47671 -4.44843
H 4.37771 3.86080 -5.38896
H 5.91305 1.98810 -5.79511
H 5.25907 -0.33972 -5.28112
O 6.76814 0.66162 -2.31165
C 5.96436 -0.41099 -2.19637
O 6.19524 -1.40704 -2.82611
C 4.78987 -0.28659 -1.27517
C 4.14175 0.92507 -1.06070
C 3.02343 0.98064 -0.24268
C 2.55813 -0.17768 0.37129
S 1.24612 -0.02649 1.66636
C 3.22052 -1.38844 0.18149
C 4.32569 -1.44276 -0.65142
H 6.53743 1.33334 -1.65939
H 4.47521 1.82890 -1.55922
H 2.50608 1.91569 -0.08172
H 2.86628 -2.27761 0.68513
H 4.84185 -2.37795 -0.82331
*
```

Its LUMO energy is -3.13 eV.

Löwdin atomic charge list, values in e, 5 entries: 0.159, 0.389, 0.550, -0.971, 0.564

---

What energy relative to the best compared isomer or geometry (same formula, charge and spin) values result from the calculations? In sequence: 0.00 0.37 2.63 8.07 24.88 kcal/mol.